DFT (wB97M-V/def2-TZVPD) results for the ion C22H31N4 with charge +1 in a non-equilibrium geometry.

CARTESIAN COORDINATES (ANGSTROEM)
C  -2.2991  -1.2814  2.1206
C  -1.6596  -0.0642  1.3843
C  -2.3091  1.1925  1.9931
C  -0.1347  -0.0270  1.8696
C  0.5740  1.1866  2.1261
C  1.9364  1.2046  2.4155
C  2.6052  0.0005  2.6921
C  1.9002  -1.2002  2.5939
C  0.5390  -1.1948  2.3122
H  -2.0600  -2.2105  1.6226
H  -1.9481  -1.3298  3.1520
H  -3.3738  -1.1940  2.1670
H  -1.7923  2.1529  1.8171
H  -3.3287  1.2741  1.5995
H  -2.3642  1.0885  3.0895
H  0.0601  2.1571  2.1788
H  2.4779  2.1594  2.4356
H  3.6684  0.0127  2.9485
H  2.4219  -2.1517  2.7438
H  -0.0269  -2.1040  2.5007
C  -4.4024  -3.8730  -1.3535
C  -4.9969  -2.5795  -1.8512
N  -4.0770  -1.8526  -2.7230
C  -4.6074  -1.5413  -4.0515
C  -3.5294  -1.1640  -5.0366
N  -2.5806  -0.2901  -4.4119
C  -1.8697  0.5226  -5.3560
C  -0.5463  0.9552  -4.7765
N  -0.6384  1.3593  -3.3776
C  0.4912  2.1399  -2.8816
C  0.0562  3.4662  -2.3098
C  -1.4088  0.6441  -2.4764
C  -1.2150  0.6562  -1.0752
N  -1.8897  -0.1433  -0.1515
C  -2.8173  -0.9805  -0.7553
C  -3.0786  -1.0799  -2.1521
C  -2.3692  -0.2436  -3.0662
H  -5.1263  -4.3652  -0.7189
H  -4.1744  -4.5278  -2.1868
H  -3.4946  -3.6991  -0.7920
H  -5.9131  -2.7740  -2.4297
H  -5.2632  -1.9059  -1.0207
H  -5.1632  -2.4120  -4.4212
H  -5.3273  -0.7023  -4.0007
H  -3.0270  -2.0521  -5.4590
H  -3.9888  -0.6379  -5.8829
H  -1.6791  -0.0710  -6.2589
H  -2.4876  1.3806  -5.6744
H  0.1622  0.1133  -4.8921
H  -0.1395  1.7942  -5.3523
H  1.0218  1.5287  -2.1346
H  1.1728  2.2929  -3.7332
H  0.9339  4.0145  -1.9960
H  -0.4610  4.0502  -3.0628
H  -0.6015  3.3270  -1.4631
H  -0.3986  1.2543  -0.6572
H  -3.4348  -1.5674  -0.0709

Properties
HOMO in eV: -10.60
Structure (SMILES): CCN1CCN2CCN(CC)c3c[n+](C(C)(C)c4ccccc4)cc1c32
Charge: +1
Energy above the lowest of the compared OMol25 structures with the same formula, charge and spin in kcal/mol: 0.0
Orbital gap in eV: 7.930
LUMO level in eV: -2.7

=====

DFT (wB97M-V/def2-TZVPD) results for the molecule C22H31N5O4.

CARTESIAN COORDINATES (ANGSTROEM)
C  -0.8314  -5.2515  -0.0967
C  -1.0037  -4.6661  1.3008
C  -0.2889  -3.3276  1.4840
H  -0.3206  -3.0454  2.5381
C  -0.9440  -2.2082  0.6741
N  -0.2580  -0.9392  0.8552
C  0.9723  -0.7107  0.2976
C  1.6575  0.4455  0.5607
C  1.1061  1.4566  1.4145
O  1.6660  2.4676  1.7861
N  -0.2261  1.1953  1.8155
C  -0.8971  0.0272  1.6075
O  -2.0174  -0.1696  2.0534
C  -0.9506  2.2918  2.4559
H  -1.5777  1.9007  3.2573
H  -0.2035  2.9911  2.8345
C  -1.7744  2.9652  1.3410
O  -1.3934  3.9695  0.7848
N  -2.8994  2.2726  1.0504
H  -3.0205  1.4161  1.5816
C  -3.5463  2.2084  -0.2600
C  -2.7584  1.2362  -1.1182
C  -1.4395  1.5077  -1.4671
C  -0.7018  0.5895  -2.1922
C  -1.2711  -0.6119  -2.5804
C  -2.5828  -0.8908  -2.2373
C  -3.3180  0.0262  -1.5063
H  -4.3392  -0.2010  -1.2359
H  -3.0355  -1.8252  -2.5372
H  -0.6970  -1.3240  -3.1574
H  0.3208  0.8146  -2.4592
H  -0.9838  2.4386  -1.1672
C  -3.7112  3.5735  -0.9186
H  -4.2933  4.2240  -0.2712
H  -4.2323  3.4537  -1.8659
H  -2.7489  4.0411  -1.0949
H  -4.5426  1.7857  -0.0789
N  2.9354  0.5924  -0.0650
C  4.0562  0.3712  0.8452
C  5.3418  0.3339  0.0179
H  6.2137  0.2292  0.6654
O  5.5288  1.5255  -0.7061
C  4.4275  1.7836  -1.5451
C  3.1237  1.8676  -0.7518
H  2.2831  2.0310  -1.4293
H  3.1778  2.7050  -0.0446
H  4.6374  2.7322  -2.0412
H  4.3447  0.9862  -2.3022
H  5.3002  -0.5209  -0.6774
H  3.9125  -0.5837  1.3557
H  4.1249  1.1746  1.5924
N  1.5577  -1.6828  -0.4622
H  0.9635  -2.2933  -0.9980
H  2.3772  -1.3205  -0.9349
H  -1.9681  -2.0535  1.0204
H  -0.9771  -2.4468  -0.3913
H  0.7591  -3.4295  1.1961
H  -0.6000  -5.3723  2.0285
H  -2.0664  -4.5402  1.5160
H  0.2241  -5.3344  -0.3477
H  -1.3221  -4.6367  -0.8472
H  -1.2702  -6.2450  -0.1421

Properties
HOMO in eV: -8.42
Structure (SMILES): CCCCn1c(N)c(N2CCOCC2)c(=O)n(CC(=O)N[C@@H](C)c2ccccc2)c1=O
Energy above the lowest of the compared OMol25 structures with the same formula, charge and spin in kcal/mol: 4.8
Orbital gap in eV: 8.915
LUMO level in eV: 0.5

=====

DFT (wB97M-V/def2-TZVPD) results for a structure of composition C22H32AsN5RhTe.

CARTESIAN COORDINATES (ANGSTROEM)
Rh  0.1021  0.1894  0.9052
C  3.5403  0.2485  -1.1346
As  2.5096  0.5627  0.5289
C  3.8655  -0.1881  1.7141
C  2.8461  2.5062  0.6379
C  4.2475  2.9150  0.9578
C  4.7018  2.9090  2.2773
C  6.0053  3.2691  2.5842
C  6.8864  3.6420  1.5752
C  6.4478  3.6549  0.2606
C  5.1378  3.2963  -0.0417
H  4.5288  0.7098  -1.0921
H  2.9810  0.6498  -1.9800
H  3.6569  -0.8277  -1.2673
H  4.8424  0.2676  1.5541
H  3.9160  -1.2538  1.4882
H  3.5417  -0.0664  2.7468
H  2.1317  2.8685  1.3763
H  2.5372  2.8762  -0.3408
H  4.0156  2.6171  3.0645
H  6.3351  3.2574  3.6158
H  7.9038  3.9247  1.8149
H  7.1216  3.9494  -0.5348
H  4.7973  3.3132  -1.0711
C  -3.0895  -5.4543  -0.2936
C  -3.0520  -4.7492  -1.6452
C  -3.9220  -3.4975  -1.6341
C  -1.6217  -4.4600  -2.0922
N  -0.8829  -3.5922  -1.1766
C  -0.8906  -2.2687  -1.0329
N  -0.1522  -1.9557  -0.0006
N  0.3281  -3.1336  0.4874
N  -0.1069  -4.1105  -0.2202
H  -4.1170  -5.7060  -0.0272
H  -2.6912  -4.8129  0.4950
H  -2.5015  -6.3739  -0.2966
H  -3.4406  -5.4308  -2.4105
H  -3.5947  -2.7865  -0.8732
H  -4.9554  -3.7565  -1.3999
H  -3.9172  -2.9867  -2.6000
H  -1.6116  -3.9862  -3.0739
H  -1.0442  -5.3805  -2.1519
H  -1.4185  -1.5654  -1.6560
Te  0.2573  0.6187  3.4088
C  -3.4874  -0.7886  0.9058
C  -3.7732  0.5738  0.3480
C  -5.0713  1.0432  0.2093
C  -5.3432  2.3183  -0.2770
C  -4.2730  3.1404  -0.6267
C  -2.9636  2.7061  -0.5193
C  -1.8002  3.5840  -0.8704
C  -2.6809  1.3948  -0.0435
N  -1.4131  0.9500  0.0135
H  -4.4115  -1.2850  1.2121
H  -2.8018  -0.7265  1.7553
H  -2.9773  -1.4206  0.1730
H  -5.8918  0.3961  0.5069
H  -6.3637  2.6677  -0.3729
H  -4.4610  4.1451  -0.9944
H  -2.1352  4.5287  -1.3048
H  -1.1360  3.0733  -1.5728
H  -1.1911  3.7967  0.0122

Properties
HOMO (alpha / beta) in eV: -2.43 / -3.20
Charge: -1
Multiplicity: 5
Energy above the lowest of the compared OMol25 structures with the same formula, charge and spin in kcal/mol: 11.4
Orbital gap (alpha / beta) in eV: 4.801 / 5.570
LUMO level (alpha / beta) in eV: 2.4 / 2.4